Record 1
Molecular formula: C44H52BiBr2IN5OS3
Method: DFT, ωB97M-V with the def2-TZVPD basis set

Element x y z (Å)
Bi1 -0.40392 0.13143 1.09392
Br1 -5.01800 2.91226 0.52609
C1 -3.26561 3.62511 0.49613
C2 -3.09610 4.96768 0.14231
C3 -1.86014 5.54437 0.17251
Br2 -1.69464 7.39173 -0.26609
C4 -0.72297 4.79001 0.53851
C5 0.57595 5.31506 0.72672
C6 1.59827 4.49630 1.11005
C7 1.36180 3.11590 1.21776
N1 0.17476 2.60188 1.02563
C8 -0.89561 3.40678 0.78166
C9 -2.20628 2.78332 0.85369
O1 -2.35191 1.57333 1.25401
H1 -3.95923 5.55385 -0.14060
H2 0.73926 6.37553 0.58601
H3 2.58972 4.88631 1.30170
H4 2.16488 2.41877 1.43431
C10 2.45869 -3.12216 0.50699
C11 1.88475 -3.43476 -0.84614
C12 2.70093 -3.87725 -1.88483
C13 2.17859 -4.19337 -3.13110
C14 0.81214 -4.07270 -3.34508
C15 -0.03609 -3.62061 -2.34014
C16 -1.52179 -3.50512 -2.56911
C17 0.51781 -3.29518 -1.09559
N2 -0.35362 -2.81947 -0.08177
C18 -1.04198 -3.65738 0.56844
C19 -0.93569 -5.16091 0.40857
C20 -2.06494 -3.15188 1.56303
C21 -2.94257 -4.20420 2.20458
N3 -2.14255 -1.90988 1.80992
C22 -3.11036 -1.44039 2.76824
C23 -2.85353 -1.48808 4.13615
C24 -1.62275 -2.15345 4.69856
C25 -3.79483 -0.92517 4.99375
C26 -4.95190 -0.34073 4.50592
C27 -5.20114 -0.34113 3.13957
C28 -4.28849 -0.89241 2.25139
C29 -4.55768 -0.94160 0.77133
H5 3.46391 -3.53487 0.60066
H6 1.84181 -3.51447 1.31783
H7 2.51687 -2.04184 0.66146
H8 3.76518 -3.97649 -1.69939
H9 2.83115 -4.53406 -3.92758
H10 0.38510 -4.33826 -4.30697
H11 -1.75373 -3.60256 -3.63028
H12 -1.89517 -2.53771 -2.22260
H13 -2.06918 -4.28931 -2.03337
H14 -0.08383 -5.41690 -0.21366
H15 -1.83572 -5.56795 -0.05784
H16 -0.82102 -5.64511 1.37925
H17 -3.37512 -4.86362 1.45125
H18 -3.74338 -3.74126 2.76955
H19 -2.35198 -4.82156 2.88590
H20 -0.78796 -2.15146 3.99386
H21 -1.84920 -3.19130 4.96769
H22 -1.28805 -1.64096 5.60172
H23 -3.58646 -0.92356 6.05867
H24 -5.65226 0.13106 5.18657
H25 -6.10713 0.10732 2.74580
H26 -5.55241 -0.55419 0.55082
H27 -4.49638 -1.96845 0.39478
H28 -3.82994 -0.34032 0.21599
S1 1.48123 -1.31540 2.53350
C30 1.44900 -0.68766 4.18153
C31 2.35766 -1.21795 5.11033
C32 2.38902 -0.79991 6.43058
C33 1.49621 0.17952 6.85659
C34 0.58981 0.71140 5.95563
C35 0.53846 0.29113 4.61410
S2 -0.68815 1.01963 3.58699
H29 3.04537 -1.98164 4.76415
H30 3.10644 -1.22993 7.12017
H31 1.50798 0.52806 7.88331
H32 -0.11409 1.47324 6.27549
C36 0.40613 1.61429 -6.91725
C37 1.44899 0.49546 -6.89847
C38 2.10835 0.30321 -5.53528
C39 1.11591 -0.11365 -4.45196
N4 1.72760 -0.26998 -3.14240
C40 1.89257 0.71802 -2.24969
S3 2.37569 0.35583 -0.65218
N5 1.63007 1.95695 -2.69663
C41 1.57809 3.15872 -1.88196
C42 2.47120 4.26052 -2.44050
C43 3.95617 3.90618 -2.42409
C44 4.51480 3.74951 -1.00901
H33 0.07960 1.82975 -7.93584
H34 0.82144 2.53696 -6.49986
H35 -0.48098 1.35509 -6.33717
H36 2.22568 0.71768 -7.63354
H37 0.98293 -0.44523 -7.20973
H38 2.61334 1.22798 -5.23735
H39 2.87930 -0.46870 -5.60066
H40 0.67516 -1.07371 -4.71272
H41 0.27688 0.58206 -4.37054
H42 1.82525 -1.19750 -2.76285
H43 1.15907 2.01944 -3.58374
H44 1.89254 2.87972 -0.88344
H45 0.54317 3.50074 -1.81756
H46 2.30325 5.16114 -1.84042
H47 2.15689 4.49619 -3.46387
H48 4.51083 4.68633 -2.95169
H49 4.10847 2.97513 -2.97810
H50 4.28979 4.63351 -0.40315
H51 5.59996 3.62576 -1.02996
H52 4.09461 2.87248 -0.51032
I1 -1.53004 0.59570 -1.82758

Calculated values
Highest occupied orbital energy   -4.4 eV
LUMO   2.1647 eV
Frontier orbital gap   6.5 eV
Net charge   -1
2S+1   1

***

Record 2
Molecular formula: C6H9N2S
Method: DFT, ωB97M-V with the def2-TZVPD basis set

Element x y z (Å)
C1 2.54725 -1.34716 1.52004
C2 1.07151 -1.35064 1.74225
C3 2.87788 -1.07229 0.26412
C4 0.46984 -0.74270 0.67225
C5 -1.68123 0.98402 -1.46549
C6 -1.50215 -0.27937 0.50051
N1 -1.37516 2.08295 -2.12563
N2 -1.68394 0.93352 -0.19326
S1 1.50127 -0.35772 -0.60283
H1 3.16775 -1.79615 2.18599
H2 0.58376 -1.68047 2.61313
H3 3.80660 -0.96367 -0.32400
H4 -1.86459 0.09318 -2.14091
H5 -1.77811 -1.20210 -0.10185
H6 -1.78563 -0.30851 1.55106
H7 -1.75516 2.39808 -2.96351
H8 -1.10377 2.75327 -1.41143
H9 -1.49612 1.85576 0.27954

Calculated values
Highest occupied orbital energy   -12.2 eV
LUMO   -4.0804 eV
Frontier orbital gap   8.1 eV
Net charge   +1
2S+1   1

***

Record 3
Molecular formula: C11H12Cl2InO4S2
Method: DFT, ωB97M-V with the def2-TZVPD basis set

Element x y z (Å)
In1 0.49558 -1.04318 0.61666
C1 -2.81786 -0.88975 -3.87736
C2 -1.94270 0.03243 -3.04474
S1 -2.66080 0.30829 -1.46910
C3 -0.78383 0.51911 -3.48425
C4 -0.23304 0.13179 -4.84416
S2 0.28803 1.58287 -2.61112
H1 -3.65980 -1.25014 -3.28187
H2 -2.27239 -1.76674 -4.23356
H3 -3.23445 -0.37577 -4.74800
H4 -1.00475 -0.26578 -5.50172
H5 0.55004 -0.62513 -4.73319
H6 0.22613 0.99521 -5.33050
O1 -3.04277 1.14355 0.78309
Cl1 -1.66732 2.05441 0.77342
O2 -0.35165 2.88966 0.41509
O3 1.32261 2.03194 2.31847
O4 -1.48652 1.35449 -1.03398
Cl2 2.69102 4.10128 2.69638
C5 1.07992 3.31538 2.57926
C6 0.02927 4.11019 2.79662
C7 -1.40772 4.01486 2.67888
C8 -2.22343 3.19340 2.01262
C9 -0.75156 0.89540 1.78630
C10 0.47309 0.95363 2.42950
C11 1.13308 -0.24287 2.85551
H7 0.36934 5.07730 3.14895
H8 -1.93239 4.74020 3.29427
H9 -3.17909 3.03062 2.28672
H10 -1.35963 0.01438 2.07827
H11 0.52239 -0.87104 3.50151
H12 2.09350 -0.00671 3.30409

Calculated values
Highest occupied orbital energy (alpha / beta)   -3.1 / -3.0 eV
LUMO (alpha / beta)   2.3783 / 2.3693 eV
Frontier orbital gap (alpha / beta)   5.5 / 5.4 eV
Net charge   -1
2S+1   1

***

What did the third record say?
Molecular formula: C11H12Cl2InO4S2
Method: DFT, ωB97M-V with the def2-TZVPD basis set

Element x y z (Å)
In1 0.49558 -1.04318 0.61666
C1 -2.81786 -0.88975 -3.87736
C2 -1.94270 0.03243 -3.04474
S1 -2.66080 0.30829 -1.46910
C3 -0.78383 0.51911 -3.48425
C4 -0.23304 0.13179 -4.84416
S2 0.28803 1.58287 -2.61112
H1 -3.65980 -1.25014 -3.28187
H2 -2.27239 -1.76674 -4.23356
H3 -3.23445 -0.37577 -4.74800
H4 -1.00475 -0.26578 -5.50172
H5 0.55004 -0.62513 -4.73319
H6 0.22613 0.99521 -5.33050
O1 -3.04277 1.14355 0.78309
Cl1 -1.66732 2.05441 0.77342
O2 -0.35165 2.88966 0.41509
O3 1.32261 2.03194 2.31847
O4 -1.48652 1.35449 -1.03398
Cl2 2.69102 4.10128 2.69638
C5 1.07992 3.31538 2.57926
C6 0.02927 4.11019 2.79662
C7 -1.40772 4.01486 2.67888
C8 -2.22343 3.19340 2.01262
C9 -0.75156 0.89540 1.78630
C10 0.47309 0.95363 2.42950
C11 1.13308 -0.24287 2.85551
H7 0.36934 5.07730 3.14895
H8 -1.93239 4.74020 3.29427
H9 -3.17909 3.03062 2.28672
H10 -1.35963 0.01438 2.07827
H11 0.52239 -0.87104 3.50151
H12 2.09350 -0.00671 3.30409

Calculated values
Highest occupied orbital energy (alpha / beta)   -3.1 / -3.0 eV
LUMO (alpha / beta)   2.3783 / 2.3693 eV
Frontier orbital gap (alpha / beta)   5.5 / 5.4 eV
Net charge   -1
2S+1   1

***

> Which of these has the highest net charge?

C6H9N2S